This record from OMol25 describes a molecular structure, C32H32N6OV. The level of theory is the ωB97M-V functional and the def2-TZVPD basis.

Each line ends with the Löwdin charge.
Geometry (Å):
V1 -0.038 -0.320 -0.247  0.968
C1 -3.195 0.234 -0.087  -0.050
N1 -2.177 -0.604 0.584  -0.243
C2 -2.286 -0.335 2.029  -0.073
C3 -2.446 -1.993 0.210  -0.238
C4 -3.378 -2.769 0.876  -0.036
C5 -3.634 -4.067 0.459  -0.075
C6 -2.959 -4.567 -0.640  -0.068
C7 -2.028 -3.794 -1.318  0.003
C8 -1.746 -2.487 -0.910  -0.206
N2 -0.803 -1.617 -1.451  -0.042
C9 -0.366 -1.508 -2.776  -0.196
C10 -0.160 -2.553 -3.677  -0.004
C11 0.339 -2.305 -4.948  -0.071
C12 0.663 -1.021 -5.343  -0.073
C13 0.487 0.028 -4.451  -0.016
C14 -0.014 -0.209 -3.185  -0.203
N3 -0.270 0.872 -2.236  -0.235
C15 0.731 1.956 -2.310  -0.073
C16 -1.579 1.467 -2.575  -0.055
H1 -4.177 0.060 0.362  0.106
H2 -2.938 1.288 0.019  0.082
H3 -3.247 -0.034 -1.137  0.080
H4 -3.287 -0.553 2.408  0.089
H5 -1.555 -0.907 2.592  0.077
H6 -2.102 0.724 2.193  0.075
H7 -3.912 -2.373 1.728  0.111
H8 -4.355 -4.675 0.987  0.108
H9 -3.147 -5.578 -0.976  0.111
H10 -1.512 -4.234 -2.152  0.087
H11 -0.340 -3.574 -3.390  0.089
H12 0.492 -3.135 -5.625  0.110
H13 1.061 -0.832 -6.330  0.107
H14 0.746 1.033 -4.756  0.112
H15 0.646 2.511 -3.247  0.088
H16 0.548 2.652 -1.492  0.078
H17 1.726 1.542 -2.208  0.077
H18 -1.515 1.995 -3.531  0.102
H19 -2.328 0.687 -2.674  0.084
H20 -1.877 2.176 -1.802  0.083
O1 1.813 -0.134 -0.709  -0.193
C17 2.950 -0.189 -0.056  -0.318
C18 4.085 0.437 -0.603  0.000
C19 5.285 0.450 0.072  -0.069
C20 5.401 -0.158 1.322  -0.087
C21 4.310 -0.801 1.858  -0.042
C22 3.083 -0.844 1.182  -0.091
C23 1.985 -1.647 1.687  -0.239
N4 0.704 -1.628 1.316  0.050
C24 0.080 -2.653 2.006  -0.110
C25 0.979 -3.284 2.794  -0.047
N5 2.169 -2.631 2.596  0.125
H21 3.987 0.906 -1.573  0.114
H22 6.142 0.942 -0.369  0.110
H23 6.337 -0.130 1.862  0.105
H24 4.413 -1.263 2.833  0.107
H25 -0.954 -2.900 1.854  0.095
H26 0.885 -4.126 3.455  0.122
H27 3.061 -2.904 2.972  0.156
N6 -0.064 1.537 0.834  0.191
C26 -0.064 2.498 1.463  -0.055
C27 -0.064 3.691 2.241  -0.211
C28 0.633 3.717 3.450  -0.012
C29 0.630 4.881 4.197  -0.051
C30 -0.058 5.998 3.743  -0.046
C31 -0.749 5.965 2.538  -0.052
C32 -0.757 4.811 1.777  -0.016
H28 1.168 2.840 3.788  0.125
H29 1.166 4.919 5.135  0.116
H30 -0.054 6.905 4.333  0.117
H31 -1.279 6.841 2.193  0.116
H32 -1.288 4.771 0.836  0.121

Highest occupied orbital energy (spin up / spin down) = -9.72 / -9.86 eV
Multiplicity = 3
Charge = +1
E_LUMO (spin up / spin down) = -0.1028 / -0.1044 Eh



This record from OMol25 describes a single C20H18BrFN2O4 molecule. The level of theory is the ωB97M-V functional and the def2-TZVPD basis.

Each line ends with the Löwdin charge.
Geometry (Å):
O1 3.174 -1.595 -0.838  0.082
O2 2.879 4.257 1.158  0.038
F1 -0.886 0.808 -5.766  0.061
Br1 -1.203 -2.883 -2.257  0.791
O3 -3.585 -2.072 2.291  -0.097
O4 -1.112 -0.748 3.435  -0.084
C1 2.215 -0.895 -0.561  -0.469
C2 2.679 3.095 0.747  -0.391
C3 3.700 2.080 0.963  0.005
C4 3.568 0.832 0.400  0.011
C5 0.994 0.941 -4.322  -0.008
C6 -1.232 0.948 -3.348  0.001
C7 -2.375 -2.338 0.316  -0.019
C8 -0.123 -1.148 1.359  0.071
C9 1.562 1.130 -3.054  -0.009
C10 -0.657 1.120 -2.079  -0.038
C11 -0.392 0.865 -4.516  -0.253
C12 -1.219 -2.201 -0.458  -0.570
C13 -2.428 -1.822 1.616  -0.230
C14 -1.242 -1.252 2.185  -0.224
C15 -0.086 -1.619 0.042  -0.312
C16 0.737 1.228 -1.896  -0.194
N1 0.992 -1.538 -0.811  0.108
N2 2.400 0.433 -0.277  0.039
C17 -4.370 -0.905 2.407  -0.071
C18 -1.213 -1.760 4.438  -0.053
C19 1.681 2.886 -0.369  -0.039
C20 1.319 1.396 -0.520  -0.229
H1 4.607 2.392 1.525  0.129
H2 4.342 0.137 0.598  0.117
H3 1.622 0.837 -5.211  0.120
H4 -2.331 0.847 -3.389  0.119
H5 -3.236 -2.801 -0.146  0.117
H6 0.754 -0.705 1.797  0.131
H7 2.657 1.192 -3.012  0.128
H8 -1.310 1.097 -1.207  0.119
H9 1.123 -2.363 -1.404  0.104
H10 -3.910 -0.096 2.982  0.098
H11 -4.630 -0.539 1.432  0.086
H12 -5.313 -1.168 2.896  0.097
H13 -2.083 -2.378 4.312  0.078
H14 -0.293 -2.384 4.362  0.106
H15 -1.276 -1.340 5.470  0.105
H16 2.166 3.286 -1.289  0.148
H17 0.773 3.512 -0.229  0.148
H18 0.561 1.234 0.229  0.134

Highest occupied orbital energy = -8.66 eV
Multiplicity = 1
SMILES = COc1cc(Br)c(NC(=O)N2C=CC(=O)C[C@H]2c2ccc(F)cc2)cc1OC
E_LUMO = 0.0007 Eh



This record from OMol25 describes 10 unconnected molecules or ions with the total composition C25H63Cl4N3O8. The level of theory is the ωB97M-V functional and the def2-TZVPD basis.

Each line ends with the Löwdin charge.
Geometry (Å):
Cl1 -3.220 -6.520 0.853  0.572
C1 -3.936 -4.932 0.801  -0.713
C2 -3.024 -3.788 1.075  -0.594
Cl2 -1.844 -3.566 -0.271  0.649
H1 -4.861 -4.971 1.376  0.079
H2 -4.244 -4.775 -0.233  0.062
H3 -2.408 -3.859 1.972  0.061
H4 -3.587 -2.858 1.153  0.076
Cl3 2.889 -1.043 4.218  0.584
C3 1.663 -2.102 4.958  -0.633
C4 0.323 -1.857 4.243  -0.671
Cl4 -0.969 -2.793 5.030  0.562
H5 1.620 -1.955 6.038  0.072
H6 2.008 -3.127 4.825  0.070
H7 0.303 -2.174 3.200  0.060
H8 -0.018 -0.823 4.284  0.060
C5 2.151 0.781 -5.010  -0.026
C6 3.061 0.471 -3.829  -0.513
C7 4.560 0.370 -4.192  -0.029
O1 2.918 1.334 -2.790  -0.060
H9 2.419 1.715 -5.506  0.083
H10 1.102 0.860 -4.727  0.062
H11 2.251 0.000 -5.764  0.083
H12 2.845 -0.553 -3.523  0.115
H13 5.007 1.281 -4.590  0.086
H14 4.671 -0.383 -4.972  0.086
H15 5.229 0.084 -3.381  0.039
H16 2.998 0.849 -1.965  0.047
C8 -3.510 -0.148 3.059  -0.074
C9 -4.255 -0.174 4.383  -0.455
C10 -5.179 1.033 4.437  -0.065
O2 -5.161 -1.297 4.430  -0.068
H17 -4.102 -0.284 2.154  0.087
H18 -2.804 -0.978 3.083  0.045
H19 -3.025 0.812 2.881  0.067
H20 -3.565 -0.331 5.212  0.131
H21 -4.618 1.960 4.555  0.062
H22 -5.804 1.032 5.330  0.075
H23 -5.855 1.242 3.608  0.089
H24 -4.688 -2.120 4.575  0.074
C11 3.040 -4.071 -3.018  -0.047
C12 1.700 -3.795 -3.615  -0.508
C13 0.827 -3.061 -2.623  -0.085
O3 1.632 -3.028 -4.788  -0.036
H25 3.508 -3.198 -2.563  0.071
H26 3.687 -4.521 -3.771  0.083
H27 3.020 -4.889 -2.297  0.087
H28 1.232 -4.733 -3.912  0.139
H29 0.972 -3.518 -1.643  0.074
H30 -0.241 -3.019 -2.835  0.079
H31 1.078 -2.006 -2.513  0.069
H32 0.731 -2.715 -4.684  0.076
C14 -0.909 4.122 2.762  -0.066
C15 -1.991 4.133 1.721  -0.517
C16 -3.366 4.210 2.358  -0.041
O4 -1.787 5.297 0.948  -0.033
H33 -1.142 4.864 3.526  0.088
H34 0.071 4.443 2.408  0.077
H35 -0.861 3.183 3.313  0.076
H36 -1.978 3.243 1.091  0.103
H37 -3.561 5.105 2.949  0.089
H38 -3.394 3.329 3.000  0.056
H39 -4.078 4.145 1.536  0.085
H40 -0.832 5.394 0.976  0.063
C17 -2.730 1.497 -1.086  -0.060
C18 -2.570 0.498 -2.167  -0.462
C19 -1.440 0.622 -3.236  -0.044
O5 -2.424 -0.808 -1.594  -0.114
H41 -3.588 1.257 -0.458  0.095
H42 -2.844 2.498 -1.502  0.091
H43 -1.837 1.617 -0.474  0.057
H44 -3.532 0.472 -2.678  0.130
H45 -1.481 -0.217 -3.930  0.071
H46 -0.481 0.686 -2.721  0.060
H47 -1.557 1.486 -3.891  0.069
H48 -2.044 -0.753 -0.714  -0.019
O6 3.137 -0.531 -0.754  0.018
C20 4.169 -0.957 -0.331  -0.555
N1 5.321 -0.900 -1.045  0.194
C21 4.183 -1.640 1.030  -0.005
H49 6.238 -1.023 -0.640  0.121
H50 5.228 -0.480 -1.959  0.058
H51 4.575 -1.087 1.884  0.057
H52 4.733 -2.579 0.956  0.086
H53 3.128 -1.861 1.189  0.065
O7 -1.462 -0.545 0.883  -0.011
C22 -0.274 -0.427 0.757  -0.570
N2 0.394 -1.136 -0.152  0.196
C23 0.419 0.851 1.362  0.047
H54 -0.114 -1.879 -0.610  0.011
H55 1.305 -0.775 -0.399  0.056
H56 1.298 1.189 0.814  0.066
H57 0.764 0.462 2.320  0.051
H58 -0.239 1.718 1.431  0.055
O8 1.213 5.728 -1.178  -0.012
C24 1.720 4.613 -1.400  -0.594
N3 1.423 3.869 -2.425  0.189
C25 2.799 4.144 -0.405  0.000
H59 0.731 4.139 -3.109  0.125
H60 1.861 2.984 -2.636  0.065
H61 2.974 3.083 -0.586  0.045
H62 2.545 4.207 0.653  0.070
H63 3.761 4.647 -0.499  0.080

Highest occupied orbital energy = -9.19 eV
Multiplicity = 1
SMILES = CC(N)=O.CC(N)=O.CC(N)=O.CC(C)O.CC(C)O.CC(C)O.CC(C)O.CC(C)O.ClCCCl.ClCCCl
Energy relative to the best compared isomer or geometry (same formula, charge and spin) = 114.5 kJ/mol
E_LUMO = 0.0023 Eh



This record from OMol25 describes 2 unconnected molecules or ions with the total composition C4H9BrNO. The level of theory is the ωB97M-V functional and the def2-TZVPD basis.

Each line ends with the Löwdin charge.
Geometry (Å):
C1 0.935 -0.784 0.947  0.110
C2 -0.182 -0.155 0.596  -0.321
C3 -0.652 1.157 1.241  -0.026
C4 -0.145 -0.747 -1.829  -0.781
N1 -0.997 -0.465 -0.653  0.072
O1 0.508 -1.873 -1.803  0.023
Br1 -1.129 -0.276 -3.542  0.657
H1 1.333 -1.687 0.656  0.050
H2 1.504 -0.461 1.860  0.119
H3 -1.687 1.022 1.577  0.093
H4 -0.641 1.981 0.543  0.080
H5 0.015 1.468 2.113  0.126
H6 0.954 0.837 -2.022  0.240
H7 -1.539 0.348 -0.691  0.114
H8 -1.479 -1.373 -0.190  0.273
H9 1.207 -1.850 -2.504  0.171

Highest occupied orbital energy (spin up / spin down) = -13.65 / -13.65 eV
Multiplicity = 1
Charge = +1
Energy relative to the best compared isomer or geometry (same formula, charge and spin) = 436.9 kJ/mol
E_LUMO (spin up / spin down) = -0.1785 / -0.1785 Eh



This record from OMol25 describes a molecular structure, C2H4O8RbS2. The level of theory is the ωB97M-V functional and the def2-TZVPD basis.

Each line ends with the Löwdin charge.
Geometry (Å):
Rb1 -0.350 -2.536 1.503  1.044
S1 -1.001 -2.493 -1.743  0.124
O1 -2.032 -2.871 -0.737  -0.567
O2 -1.545 -1.505 -2.709  -0.447
O3 0.146 -1.829 -1.048  -0.599
O4 -0.557 -3.687 -2.456  -0.423
C1 -0.466 0.785 0.546  -0.209
C2 0.287 1.654 -0.461  -0.129
O5 1.301 2.307 0.328  -0.195
S2 1.548 1.547 1.734  0.657
O6 0.939 2.320 2.787  -0.253
O7 2.928 1.192 1.902  -0.231
O8 0.581 0.282 1.368  -0.285
H1 -0.950 -0.015 -0.018  0.105
H2 -1.179 1.434 1.059  0.133
H3 -0.420 2.384 -0.845  0.136
H4 0.770 1.030 -1.209  0.140

Highest occupied orbital energy = -3.60 eV
Multiplicity = 1
Charge = -1
Energy relative to the best compared isomer or geometry (same formula, charge and spin) = 13.6 kJ/mol
E_LUMO = 0.0580 Eh



This record from OMol25 describes a molecular structure, C3H10N2. The level of theory is the ωB97M-V functional and the def2-TZVPD basis.

Each line ends with the Löwdin charge.
Geometry (Å):
C1 1.408 0.215 -1.608  -0.027
C2 2.231 0.383 -0.416  0.006
N1 -0.379 -0.253 0.365  -0.118
C3 -1.254 -0.833 1.227  -0.482
N2 -2.607 -0.163 0.907  -0.079
H1 0.753 -0.590 -1.642  0.038
H2 1.709 0.801 -2.473  0.094
H3 1.158 1.073 -0.723  0.126
H4 3.155 0.935 -0.522  0.081
H5 2.238 -0.169 0.532  0.078
H6 -0.668 0.733 0.171  -0.005
H7 -1.150 -0.693 2.303  0.074
H8 -1.341 -1.977 1.063  0.110
H9 -2.782 -0.371 -0.097  0.039
H10 -2.472 0.910 0.913  0.066

Highest occupied orbital energy = -6.34 eV
Multiplicity = 1
Energy relative to the best compared isomer or geometry (same formula, charge and spin) = 688.9 kJ/mol
E_LUMO = -0.0366 Eh